No. 1
The following is a quantum chemistry calculation of a gas-phase ion, C4H6N3S (charge +1) in a non-equilibrium geometry, from the Open Molecules 2025 dataset.

Properties
Largest force on an atom ... 3.7 eV Å⁻¹
Energy above the lowest of the compared OMol25 structures with the same formula, charge and spin ... 4.8 kcal per mole
Calculated total energy ... -19544.51363 eV
Highest occupied orbital energy ... -13.91 eV
Charge ... +1

Bonds (Å) are listed after each position.
Geometry (Å):
1 C -1.00095 -1.25365 -0.03463  C3 1.377, N5 1.336, H9 1.075
2 C -2.79925 -0.02471 -0.19214  N5 1.284, S8 1.730, H10 1.071
3 C -0.41509 -0.01040 0.05049  C1 1.377, C4 1.580, S8 1.733
4 C 1.12855 0.32541 0.07982  C3 1.580, N6 1.311, N7 1.310
5 N -2.33061 -1.21991 -0.16052  C1 1.336, C2 1.284
6 N 1.97942 -0.66044 0.22963  C4 1.311, H11 1.008, H12 1.011
7 N 1.49475 1.57829 -0.03479  C4 1.310, H13 1.010, H14 1.011
8 S -1.61866 1.23223 -0.05366  C2 1.730, C3 1.733
9 H -0.51246 -2.21097 -0.01835  C1 1.075
10 H -3.84093 0.20481 -0.28480  C2 1.071
11 H 1.66272 -1.61007 0.34616  N6 1.008
12 H 2.97751 -0.50230 0.23896  N6 1.011
13 H 0.80479 2.30788 -0.13856  N7 1.010
14 H 2.47022 1.84384 -0.02762  N7 1.011

=====

No. 2
The following is a quantum chemistry calculation of 3 unconnected molecules or ions with the total composition C2H11N3O2 in a non-equilibrium geometry, from the Open Molecules 2025 dataset.

Properties
Largest force on an atom ... 2.1 eV Å⁻¹
2S+1 ... 2
Energy above the lowest of the compared OMol25 structures with the same formula, charge and spin ... 7.8 kcal per mole
Calculated total energy ... -10816.93241 eV
Highest occupied orbital energy (alpha / beta) ... 1.04 / -5.91 eV
Charge ... -1

Bonds (Å) are listed after each position.
Geometry (Å):
1 C -0.90407 1.23954 -0.60979  N2 1.512, H6 1.094, H7 1.095, H8 1.080
2 N 0.35997 0.41552 -0.51823  C1 1.512, C3 1.396, H9 1.009
3 C 0.20737 -0.93339 -0.19468  N2 1.396, N4 1.404, N5 1.288
4 N 1.25244 -1.67210 -0.77196  C3 1.404, H10 1.012, H11 1.007
5 N -0.84636 -1.31866 0.43751  C3 1.288, H12 1.026
6 H -0.96506 1.86198 0.28750  C1 1.094
7 H -0.83329 1.92644 -1.45939  C1 1.095
8 H -1.77934 0.61068 -0.68208  C1 1.080
9 H 0.92683 0.65037 -1.31886  N2 1.009
10 H 2.10570 -1.13049 -0.82217  N4 1.012
11 H 1.42373 -2.56884 -0.34727  N4 1.007
12 H -0.84402 -2.34386 0.39253  N5 1.026
13 H 3.64304 1.08498 1.15983  O15 0.966
14 H 2.32510 0.91778 0.32712  O15 0.965
15 O 3.28281 0.80095 0.30992  H13 0.966, H14 0.965
16 H -2.86250 -0.36354 0.79479  O18 0.978
17 H -3.01014 0.49007 1.92333  O18 0.969
18 O -3.48219 0.33257 1.09189  H16 0.978, H17 0.969

=====

No. 3
The following is a quantum chemistry calculation of a single C13H22BBrF3NO8S2 molecule in a non-equilibrium geometry, from the Open Molecules 2025 dataset.

Properties
Largest force on an atom ... 3.7 eV Å⁻¹
Energy above the lowest of the compared OMol25 structures with the same formula, charge and spin ... 19.5 kcal per mole
Calculated total energy ... -132244.86818 eV
Highest occupied orbital energy ... -9.89 eV

Bonds (Å) are listed after each position.
Geometry (Å):
1 C 2.30420 -0.70126 2.26133  B2 1.569, H30 1.103, H31 1.095, H32 1.108
2 B 1.08528 0.02934 1.59625  C1 1.569, O3 1.401, C4 1.640
3 O 0.69526 1.26245 2.13526  B2 1.401, H33 0.970
4 C 0.17610 -0.53260 0.35198  B2 1.640, S5 1.805, C12 1.585, C25 1.575
5 S -0.54243 -2.05194 1.01081  C4 1.805, O6 1.429, O7 1.435, C8 1.868
6 O 0.39257 -3.11683 1.19230  S5 1.429
7 O -1.57572 -2.46482 0.10398  S5 1.435
8 C -1.29172 -1.91484 2.71650  S5 1.868, F9 1.323, F10 1.337, F11 1.313
9 F -2.49282 -2.46346 2.63060  C8 1.323
10 F -1.44390 -0.69407 3.24078  C8 1.337
11 F -0.63602 -2.63992 3.59290  C8 1.313
12 C 1.05844 -0.73968 -0.94828  C4 1.585, C13 1.554, O17 1.432, H34 1.102
13 C 1.46148 -2.18279 -1.35871  C12 1.554, C14 1.560, H35 1.103, H36 1.094
14 C 2.80871 -2.67778 -0.74705  C13 1.560, C15 1.557, Br16 1.970, H37 1.091
15 C 3.93312 -2.47574 -1.80520  C14 1.557, H38 1.097, H39 1.095, H40 1.101
16 Br 2.78189 -4.61731 -0.40355  C14 1.970
17 O 2.28418 0.00020 -0.90388  C12 1.432, S18 1.667
18 S 2.18067 1.56293 -1.47543  O17 1.667, O19 1.436, O20 1.624
19 O 1.71452 1.51624 -2.83300  S18 1.436
20 O 1.03844 2.20152 -0.51352  S18 1.624, C21 1.431
21 C -0.33843 1.85442 -0.69335  O20 1.431, C22 1.584, C25 1.559, H41 1.102
22 C -1.08091 3.13404 -0.12864  C21 1.584, O23 1.426, H42 1.092, H43 1.094
23 O -0.30410 4.27854 -0.47726  C22 1.426, O24 1.405
24 O -0.84505 4.70461 -1.70206  O23 1.405, H44 0.969
25 C -0.89880 0.51413 -0.12810  C4 1.575, C21 1.559, C26 1.547, H45 1.105
26 C -2.15096 0.67695 0.76644  C25 1.547, C27 1.568, H46 1.098, H47 1.095
27 C -3.44400 1.10510 -0.00961  C26 1.568, C28 1.516, N29 1.255
28 C -3.50923 1.29425 -1.51190  C27 1.516, H48 1.095, H49 1.103, H50 1.095
29 N -4.48690 1.32592 0.65309  C27 1.255, H51 1.024
30 H 3.24634 -0.17243 2.04141  C1 1.103
31 H 2.41430 -1.77031 2.05104  C1 1.095
32 H 2.18400 -0.61415 3.35909  C1 1.108
33 H 0.29345 1.09413 3.00224  O3 0.970
34 H 0.51016 -0.39639 -1.84016  C12 1.102
35 H 1.67844 -2.14132 -2.43947  C13 1.103
36 H 0.66480 -2.92668 -1.27088  C13 1.094
37 H 3.11907 -2.09671 0.12219  C14 1.091
38 H 3.91437 -1.45166 -2.19863  C15 1.097
39 H 4.91871 -2.76536 -1.42706  C15 1.095
40 H 3.68692 -3.15298 -2.63721  C15 1.101
41 H -0.55807 1.90306 -1.77210  C21 1.102
42 H -2.04964 3.28434 -0.61013  C22 1.092
43 H -1.13722 3.12201 0.96364  C22 1.094
44 H -0.92035 5.67005 -1.66127  O24 0.969
45 H -1.33893 -0.01281 -0.99418  C25 1.105
46 H -2.51083 -0.27145 1.18692  C26 1.098
47 H -2.02532 1.38059 1.59647  C26 1.095
48 H -2.59152 1.66199 -1.98324  C28 1.095
49 H -3.73683 0.31301 -1.96156  C28 1.103
50 H -4.32038 1.97395 -1.79161  C28 1.095
51 H -4.31533 1.18154 1.65182  N29 1.024

=====

No. 4
The following is a quantum chemistry calculation of a single C20H33N5O5S molecule in a non-equilibrium geometry, from the Open Molecules 2025 dataset.

Properties
Largest force on an atom ... 1.3 eV Å⁻¹
Energy above the lowest of the compared OMol25 structures with the same formula, charge and spin ... 103.6 kcal per mole
Calculated total energy ... -49795.90429 eV
Highest occupied orbital energy ... -8.36 eV

Bonds (Å) are listed after each position.
Geometry (Å):
1 C -7.49352 -2.30832 0.85217  C2 1.512, H62 1.086, H63 1.087, H64 1.088
2 C -7.14680 -0.84438 1.00250  C1 1.512, O3 1.214, N4 1.361
3 O -7.99614 0.02113 1.05632  C2 1.214
4 N -5.82467 -0.53624 1.10492  C2 1.361, C5 1.439, C56 1.447
5 C -4.70536 -1.42377 0.93498  N4 1.439, H6 1.087, H7 1.098, C8 1.543
6 H -5.03020 -2.46028 0.88591  C5 1.087
7 H -4.03779 -1.30779 1.79912  C5 1.098
8 C -3.91091 -1.08242 -0.34260  C5 1.543, N9 1.443, H60 1.090, H61 1.096
9 N -3.53323 0.30958 -0.31027  C8 1.443, C10 1.357, C54 1.447
10 C -2.25010 0.74625 -0.37416  N9 1.357, C11 1.413, C15 1.418
11 C -1.83224 1.87734 0.36258  C10 1.413, C12 1.373, H53 1.078
12 C -0.51144 2.24544 0.42716  C11 1.373, C13 1.390, H52 1.078
13 C 0.45602 1.50848 -0.24585  C12 1.390, C14 1.372, S20 1.785
14 C 0.09075 0.43964 -1.02418  C13 1.372, C15 1.394, H19 1.079
15 C -1.25102 0.07308 -1.12208  C10 1.418, C14 1.394, N16 1.432
16 N -1.56356 -0.89986 -2.12524  C15 1.432, O17 1.218, O18 1.215
17 O -2.64532 -0.82297 -2.67945  N16 1.218
18 O -0.71032 -1.71915 -2.40252  N16 1.215
19 H 0.82773 -0.09087 -1.60788  C14 1.079
20 S 2.17943 1.94845 -0.09899  C13 1.785, O21 1.438, O22 1.431, N23 1.676
21 O 2.81286 1.76441 -1.37728  S20 1.438
22 O 2.29472 3.22958 0.52848  S20 1.431
23 N 2.65355 0.78976 1.01494  S20 1.676, H24 1.014, C25 1.453
24 H 2.70021 -0.12217 0.57309  N23 1.014
25 C 3.93328 1.06269 1.64614  N23 1.453, H26 1.090, H27 1.094, C28 1.536
26 H 3.99298 2.14178 1.79154  C25 1.090
27 H 3.93516 0.56959 2.62220  C25 1.094
28 C 5.09362 0.56545 0.77030  C25 1.536, N29 1.449, H50 1.089, H51 1.101
29 N 5.00377 -0.86991 0.59098  C28 1.449, C30 1.456, C40 1.459
30 C 5.54144 -1.64780 1.69804  N29 1.456, C31 1.531, C35 1.535, H39 1.096
31 C 4.72927 -2.93136 1.89091  C30 1.531, H32 1.087, H33 1.087, H34 1.087
32 H 4.88750 -3.62894 1.07282  C31 1.087
33 H 3.66991 -2.69336 1.94148  C31 1.087
34 H 5.02322 -3.42085 2.81607  C31 1.087
35 C 7.04072 -1.96454 1.60128  C30 1.535, H36 1.087, H37 1.087, H38 1.088
36 H 7.25163 -2.62494 0.76429  C35 1.087
37 H 7.37137 -2.45356 2.51443  C35 1.087
38 H 7.61557 -1.04915 1.47825  C35 1.088
39 H 5.39459 -1.03459 2.59400  C30 1.096
40 C 5.21704 -1.39264 -0.75426  N29 1.459, C41 1.533, H45 1.094, C46 1.535
41 C 3.91879 -1.29908 -1.56323  C40 1.533, H42 1.089, H43 1.087, H44 1.087
42 H 3.11774 -1.83032 -1.05182  C41 1.089
43 H 3.62751 -0.26181 -1.70904  C41 1.087
44 H 4.05846 -1.75370 -2.54099  C41 1.087
45 H 5.45484 -2.45364 -0.63604  C40 1.094
46 C 6.36532 -0.74016 -1.53676  C40 1.535, H47 1.087, H48 1.087, H49 1.088
47 H 7.26049 -0.66009 -0.92585  C46 1.087
48 H 6.08866 0.25222 -1.88298  C46 1.087
49 H 6.59797 -1.34632 -2.40923  C46 1.088
50 H 4.99742 1.05617 -0.19758  C28 1.089
51 H 6.04774 0.87750 1.22187  C28 1.101
52 H -0.19054 3.09622 1.00645  C12 1.078
53 H -2.56095 2.43884 0.92448  C11 1.078
54 C -4.66461 1.19216 -0.12750  N9 1.447, H55 1.088, C56 1.530, H59 1.097
55 H -4.34275 2.23107 -0.13342  C54 1.088
56 C -5.41860 0.85180 1.15974  N4 1.447, C54 1.530, H57 1.091, H58 1.096
57 H -6.31886 1.46077 1.25413  C56 1.091
58 H -4.77472 1.00632 2.03258  C56 1.096
59 H -5.34444 1.04024 -0.97554  C54 1.097
60 H -3.02622 -1.71874 -0.35664  C8 1.090
61 H -4.51089 -1.29346 -1.23557  C8 1.096
62 H -8.57650 -2.39345 0.83616  C1 1.086
63 H -7.10639 -2.88714 1.68747  C1 1.087
64 H -7.09709 -2.70669 -0.07908  C1 1.088